(1)
The molecule C5H8N2O in a non-equilibrium geometry, computed with ωB97M-V with the def2-TZVPD basis set.

Computed properties:
SMILES: [H]/N=C(/CC=O)N1CC1
Multiplicity: 1
LUMO level: 0.0348 Ha
Total charge: 0
Energy relative to the best compared isomer or geometry (same formula, charge and spin): 3.6738 eV
Calculated total energy: -10339.052 eV
HOMO: -8.746 eV
Orbital gap: 9.7 eV

Each line ends with the natural charge from an NBO analysis.
Positions of all 16 atoms, in Å:
H 2.16 -0.84 1.13  0.358
N 1.49 -1.16 0.37  -0.695
C 0.24 -0.87 0.48  0.445
C -0.69 -1.51 -0.55  -0.569
C -0.86 -0.53 -1.76  0.447
O -0.27 0.52 -1.74  -0.548
N -0.13 0.26 1.24  -0.456
C 0.82 1.37 1.32  -0.244
C -0.58 1.67 0.77  -0.233
H -0.18 -2.39 -1.15  0.268
H -1.77 -1.88 -0.27  0.250
H -1.48 -0.77 -2.63  0.134
H 0.93 1.85 2.33  0.202
H 1.54 1.53 0.63  0.206
H -1.35 2.16 1.40  0.199
H -0.72 1.65 -0.30  0.234

(2)
A cluster of 2 separate species, C5H8N2O in total in a non-equilibrium geometry, computed with ωB97M-V with the def2-TZVPD basis set.

Computed properties:
SMILES: CC(=O)N=C=N.C=C
Multiplicity: 1
LUMO level: 0.0214 Ha
Total charge: 0
Energy relative to the best compared isomer or geometry (same formula, charge and spin): 3.7531 eV
Calculated total energy: -10338.973 eV
HOMO: -9.908 eV
Orbital gap: 10.5 eV

Each line ends with the natural charge from an NBO analysis.
Positions of all 16 atoms, in Å:
C 2.18 -0.32 -1.26  -0.691
C 2.43 -0.71 0.16  0.705
O 3.19 -1.63 0.38  -0.518
N 1.32 -0.22 0.89  -0.580
C 0.54 0.42 1.60  0.724
N -0.32 1.22 1.98  -0.736
H 1.13 -0.13 -1.44  0.224
H 2.46 -1.15 -1.81  0.236
H 2.83 0.52 -1.48  0.234
H -0.77 1.35 2.84  0.414
C -3.06 0.05 -0.57  -0.372
C -1.82 -0.06 -0.06  -0.452
H -3.24 0.19 -1.68  0.191
H -3.92 0.09 0.14  0.190
H -1.07 0.31 -0.79  0.207
H -1.88 0.07 1.10  0.225

(3)
A cluster of 3 separate species, C5H8N2O in total in a non-equilibrium geometry, computed with ωB97M-V with the def2-TZVPD basis set.

Computed properties:
Multiplicity: 1
LUMO level (alpha / beta): 0.0069 / 0.0170 Ha
Total charge: 0
Energy relative to the best compared isomer or geometry (same formula, charge and spin): 6.8947 eV
Calculated total energy: -10335.831 eV
HOMO (alpha / beta): -7.488 / -8.335 eV
Orbital gap (alpha / beta): 7.7 / 8.8 eV

Each line ends with the natural charge from an NBO analysis.
Positions of all 16 atoms, in Å:
C -0.35 -1.13 0.81  -0.409
N -0.46 -0.22 -0.31  -0.506
C -0.20 0.94 -0.53  0.900
C -2.60 0.98 0.28  0.075
C 1.94 -0.30 -1.00  -0.124
C 2.79 -0.94 -0.24  -0.534
N -2.99 2.13 0.08  -0.632
O -0.07 2.03 -0.93  -0.522
H -2.34 2.81 -0.31  0.378
H -3.21 0.17 0.68  0.155
H 2.09 0.10 -2.00  0.177
H 0.15 -2.03 0.47  0.220
H -1.35 -1.39 1.16  0.209
H 0.22 -0.69 1.63  0.205
H 2.54 -1.32 0.75  0.198
H 3.82 -1.14 -0.55  0.211

(4)
The molecule C5H8N2O in a non-equilibrium geometry, computed with ωB97M-V with the def2-TZVPD basis set.

Computed properties:
Multiplicity: 1
LUMO level (alpha / beta): -0.0271 / -0.0271 Ha
Total charge: 0
Energy relative to the best compared isomer or geometry (same formula, charge and spin): 6.7032 eV
Calculated total energy: -10336.023 eV
HOMO (alpha / beta): -7.735 / -7.737 eV
Orbital gap (alpha / beta): 7.0 / 7.0 eV

Each line ends with the natural charge from an NBO analysis.
Positions of all 16 atoms, in Å:
C -1.34 1.22 -1.36  -0.680
C -0.48 0.31 -0.57  0.325
C 0.77 0.53 0.10  -0.114
C 0.97 -1.16 0.35  0.150
C 1.18 1.55 0.85  -0.350
O -1.57 -1.64 0.21  -0.516
N -0.60 -0.99 -0.51  -0.083
N 0.97 -1.67 1.54  -0.875
H -1.21 -2.51 0.47  0.501
H 1.73 -2.34 1.68  0.350
H 1.57 -1.56 -0.48  0.151
H -1.56 2.12 -0.78  0.236
H -0.84 1.52 -2.28  0.253
H -2.27 0.70 -1.62  0.238
H 2.05 1.43 1.49  0.217
H 0.62 2.48 0.91  0.197

(5)
The molecule C5H8N2O in a non-equilibrium geometry, computed with ωB97M-V with the def2-TZVPD basis set.

Computed properties:
Multiplicity: 3
LUMO level (alpha / beta): 0.0389 / -0.0087 Ha
Total charge: 0
Energy relative to the best compared isomer or geometry (same formula, charge and spin): 0.7466 eV
Calculated total energy: -10336.815 eV
HOMO (alpha / beta): -5.640 / -7.751 eV
Orbital gap (alpha / beta): 6.7 / 7.5 eV

Each line ends with the natural charge from an NBO analysis.
Positions of all 16 atoms, in Å:
C -1.39 0.75 0.43  -0.039
C 0.45 -0.65 -0.13  0.067
C -0.46 -0.23 0.82  -0.019
C -0.06 1.19 -1.45  0.385
C 1.83 -1.13 0.05  -0.714
N -1.19 1.36 -0.77  -0.635
N -0.57 -0.79 2.10  -0.819
O -0.16 1.34 -2.79  -0.701
H -2.14 1.15 1.09  0.195
H 2.11 -1.83 -0.73  0.220
H 2.51 -0.28 0.02  0.218
H 1.96 -1.60 1.03  0.203
H -1.94 1.93 -1.15  0.392
H -1.51 -0.78 2.47  0.370
H -0.15 -1.71 2.18  0.374
H 0.72 1.28 -3.18  0.501

(6)
A structure of composition C5H8N2O in a non-equilibrium geometry, computed with ωB97M-V with the def2-TZVPD basis set.

Computed properties:
Multiplicity: 1
LUMO level: -0.4511 Ha
Total charge: +2
Energy relative to the best compared isomer or geometry (same formula, charge and spin): 1.7181 eV
Calculated total energy: -10318.999 eV
HOMO: -20.733 eV
Orbital gap: 8.5 eV

Each line ends with the natural charge from an NBO analysis.
Positions of all 16 atoms, in Å:
C 0.35 2.31 -0.32  0.557
C 0.14 0.44 0.17  0.744
C -2.06 -0.40 -0.17  0.582
C 0.30 -1.93 -0.35  -0.609
C 0.66 -0.83 0.66  -0.554
N 0.27 1.19 -1.04  -0.594
N 0.25 1.68 0.92  -0.592
O -3.13 -0.62 0.00  -0.305
H 0.48 3.33 -0.46  0.295
H -0.82 -2.08 -0.35  0.231
H 0.55 -1.57 -1.40  0.245
H 0.65 -2.97 0.17  0.318
H 1.72 -0.68 0.59  0.347
H 0.25 -0.99 1.71  0.315
H 0.11 1.26 -2.04  0.512
H 0.26 1.86 1.92  0.508

What did the third record say?
A cluster of 3 separate species, C5H8N2O in total in a non-equilibrium geometry, computed with ωB97M-V with the def2-TZVPD basis set.

Computed properties:
Multiplicity: 1
LUMO level (alpha / beta): 0.0069 / 0.0170 Ha
Total charge: 0
Energy relative to the best compared isomer or geometry (same formula, charge and spin): 6.8947 eV
Calculated total energy: -10335.831 eV
HOMO (alpha / beta): -7.488 / -8.335 eV
Orbital gap (alpha / beta): 7.7 / 8.8 eV

Each line ends with the natural charge from an NBO analysis.
Positions of all 16 atoms, in Å:
C -0.35 -1.13 0.81  -0.409
N -0.46 -0.22 -0.31  -0.506
C -0.20 0.94 -0.53  0.900
C -2.60 0.98 0.28  0.075
C 1.94 -0.30 -1.00  -0.124
C 2.79 -0.94 -0.24  -0.534
N -2.99 2.13 0.08  -0.632
O -0.07 2.03 -0.93  -0.522
H -2.34 2.81 -0.31  0.378
H -3.21 0.17 0.68  0.155
H 2.09 0.10 -2.00  0.177
H 0.15 -2.03 0.47  0.220
H -1.35 -1.39 1.16  0.209
H 0.22 -0.69 1.63  0.205
H 2.54 -1.32 0.75  0.198
H 3.82 -1.14 -0.55  0.211